[1]
The following is a quantum chemistry calculation of a cluster of 9 separate species, C22H66N12O9 in total, from OMol25.

Each atom is followed by the atoms it is bonded to, with distances in Å.
Atoms and positions in Å:
1 C -5.04362 -1.90352 -2.99660  C2 1.504, H4 1.089, H5 1.095, H6 1.092
2 C -4.18471 -0.92753 -3.75199  C1 1.504, O3 1.447, H7 1.094, H8 1.092
3 O -3.91823 -1.50080 -5.05375  C2 1.447, H9 0.962
4 H -5.10896 -1.61256 -1.94877  C1 1.089
5 H -4.66897 -2.93113 -3.04617  C1 1.095
6 H -6.02543 -2.04009 -3.45433  C1 1.092
7 H -3.21457 -0.77688 -3.26824  C2 1.094
8 H -4.71458 0.01369 -3.91029  C2 1.092
9 H -3.53577 -0.79128 -5.57846  O3 0.962
10 C -1.91288 3.50728 1.86352  O11 1.224, N12 1.368, N13 1.394
11 O -0.80399 3.97447 1.64006  C10 1.224
12 N -2.88499 4.19853 2.53384  C10 1.368, H14 1.002, H15 1.004
13 N -2.29347 2.24045 1.42449  C10 1.394, H16 1.019, H17 1.011
14 H -2.64288 5.04158 3.01803  N12 1.002
15 H -3.72260 3.68632 2.74166  N12 1.004
16 H -1.47326 1.84437 0.96679  N13 1.019
17 H -2.62623 1.61627 2.14712  N13 1.011
18 C -0.79918 -3.07766 -3.82602  O19 1.219, N20 1.372, N21 1.372
19 O -0.67635 -1.91955 -4.18681  C18 1.219
20 N -1.96615 -3.56189 -3.29039  C18 1.372, H22 1.006, H23 1.004
21 N 0.19455 -4.01226 -3.97139  C18 1.372, H24 1.004, H25 1.001
22 H -2.77739 -2.99678 -3.47680  N20 1.006
23 H -2.07209 -4.54363 -3.11104  N20 1.004
24 H -0.01974 -4.97600 -3.78936  N21 1.004
25 H 1.15440 -3.76430 -4.11352  N21 1.001
26 C -4.38294 -0.48676 1.30158  O27 1.228, N28 1.365, N29 1.363
27 O -3.19717 -0.71792 1.08181  C26 1.228
28 N -5.13220 -1.27861 2.12235  C26 1.365, H30 1.005, H31 1.001
29 N -4.99404 0.61944 0.79212  C26 1.363, H32 1.003, H33 1.006
30 H -4.65549 -2.07818 2.50085  N28 1.005
31 H -6.10304 -1.07589 2.26057  N28 1.001
32 H -5.85641 1.02616 1.10212  N29 1.003
33 H -4.44805 1.15333 0.13789  N29 1.006
34 C -0.02242 -0.28017 -0.62744  O35 1.228, N36 1.370, N37 1.352
35 O -0.11378 0.47519 0.33691  C34 1.228
36 N 1.20420 -0.66261 -1.10184  C34 1.370, H38 1.005, H39 1.007
37 N -1.09720 -0.87942 -1.18807  C34 1.352, H40 1.008, H41 1.003
38 H 1.29868 -1.09492 -2.00418  N36 1.005
39 H 2.02931 -0.29124 -0.65936  N36 1.007
40 H -1.96618 -0.56110 -0.78770  N37 1.008
41 H -1.02736 -1.57576 -1.90621  N37 1.003
42 C 2.43034 -1.50619 3.16892  C43 1.514, H48 1.099, H49 1.094, H50 1.091
43 C 1.11560 -0.82254 3.47777  C42 1.514, C44 1.537, N47 1.478, H51 1.088
44 C 1.30170 0.67387 3.18002  C43 1.537, O45 1.426, H52 1.097, H53 1.099
45 O 1.90067 1.30254 4.31074  C44 1.426, C46 1.413
46 C 1.62611 2.68276 4.44290  O45 1.413, H54 1.094, H55 1.091, H56 1.094
47 N 0.09347 -1.37529 2.56407  C43 1.478, H57 1.014, H58 1.017
48 H 2.39193 -2.58915 3.35325  C42 1.099
49 H 3.24730 -1.23127 3.84311  C42 1.094
50 H 2.73541 -1.31849 2.13887  C42 1.091
51 H 0.78461 -0.92001 4.51010  C43 1.088
52 H 0.37711 1.19203 2.89663  C44 1.097
53 H 1.94333 0.83724 2.30236  C44 1.099
54 H 2.51651 3.28414 4.23450  C46 1.094
55 H 1.30447 2.85510 5.47140  C46 1.091
56 H 0.84798 3.01200 3.74861  C46 1.094
57 H -0.61907 -0.72040 2.26036  N47 1.014
58 H 0.63813 -1.55156 1.72362  N47 1.017
59 C -3.37035 -4.28654 1.57993  C60 1.526, H65 1.091, H66 1.093, H67 1.096
60 C -1.93094 -4.61417 1.96510  C59 1.526, C61 1.521, N64 1.483, H68 1.094
61 C -1.03211 -4.33860 0.76961  C60 1.521, O62 1.431, H69 1.101, H70 1.098
62 O 0.30778 -4.67782 1.14196  C61 1.431, C63 1.393
63 C 1.21038 -4.50199 0.09507  O62 1.393, H71 1.101, H72 1.102, H73 1.090
64 N -1.55331 -3.81811 3.15786  C60 1.483, H74 1.023, H75 1.026
65 H -3.39417 -3.24349 1.26058  C59 1.091
66 H -4.04176 -4.49891 2.41542  C59 1.093
67 H -3.76959 -4.92981 0.78725  C59 1.096
68 H -1.82249 -5.67034 2.22781  C60 1.094
69 H -0.99440 -3.25844 0.55960  C61 1.101
70 H -1.37021 -4.85011 -0.14081  C61 1.098
71 H 1.13050 -3.52220 -0.40121  C63 1.101
72 H 1.08514 -5.23925 -0.71449  C63 1.102
73 H 2.21926 -4.59880 0.49570  C63 1.090
74 H -0.57713 -4.11314 3.24060  N64 1.023
75 H -1.38942 -2.85555 2.84123  N64 1.026
76 C 4.06013 2.70353 1.04978  C77 1.508, H82 1.093, H83 1.094, H84 1.084
77 C 4.80272 1.42299 1.33743  C76 1.508, C78 1.514, N81 1.468, H85 1.103
78 C 5.34511 0.72532 0.10819  C77 1.514, O79 1.402, H86 1.105, H87 1.104
79 O 4.31192 0.11030 -0.61249  C78 1.402, C80 1.411
80 C 4.77880 -0.83417 -1.55113  O79 1.411, H88 1.089, H89 1.092, H90 1.098
81 N 5.88584 1.56990 2.31793  C77 1.468, H91 1.014, H92 1.013
82 H 4.74084 3.41760 0.58001  C76 1.093
83 H 3.77977 3.15129 2.00834  C76 1.094
84 H 3.16277 2.52414 0.46799  C76 1.084
85 H 4.07313 0.67517 1.69198  C77 1.103
86 H 6.10587 -0.01255 0.42045  C78 1.105
87 H 5.94537 1.36590 -0.56077  C78 1.104
88 H 3.89861 -1.27495 -2.01722  C80 1.089
89 H 5.41675 -1.55014 -1.02790  C80 1.092
90 H 5.32011 -0.36428 -2.38222  C80 1.098
91 H 5.50920 2.04913 3.12865  N81 1.014
92 H 6.14028 0.63472 2.61352  N81 1.013
93 C 0.93327 3.06692 -1.69215  C94 1.526, H99 1.087, H100 1.091, H101 1.104
94 C 0.99986 4.58318 -1.84744  C93 1.526, C95 1.533, N98 1.475, H102 1.088
95 C 0.06172 5.03546 -2.97190  C94 1.533, O96 1.410, H103 1.097, H104 1.094
96 O 0.39836 4.58836 -4.26642  C95 1.410, C97 1.407
97 C 1.69972 4.91942 -4.68569  O96 1.407, H105 1.087, H106 1.098, H107 1.096
98 N 0.50087 5.24435 -0.62669  C94 1.475, H108 1.019, H109 1.018
99 H -0.07931 2.67875 -1.61524  C93 1.087
100 H 1.54004 2.69517 -0.86461  C93 1.091
101 H 1.43029 2.58300 -2.55083  C93 1.104
102 H 1.99854 4.93913 -2.09325  C94 1.088
103 H -0.05902 6.12402 -2.91748  C95 1.097
104 H -0.91854 4.60041 -2.75784  C95 1.094
105 H 1.79639 4.67677 -5.74117  C97 1.087
106 H 2.43978 4.31606 -4.14315  C97 1.098
107 H 1.96210 5.97144 -4.52268  C97 1.096
108 H -0.27574 4.70444 -0.24791  N98 1.019
109 H 1.15285 5.09306 0.14045  N98 1.018

Output
Energy (eV): -60195.222
Molecular weight (g mol⁻¹): 642.85
Charge: 0
Spin multiplicity: 1
Structure (SMILES): COC[C@H](C)N.COC[C@H](C)N.COC[C@H](C)N.COC[C@H](C)N.NC(N)=O.NC(N)=O.NC(N)=O.NC(N)=O.CCO
F_max (eV/A): 1.85
LUMO (eV): 0.24
ΔE to the lowest compared entry with this formula, charge and spin (eV): 0.000

Results of the Mulliken charge analysis, in e, for atoms 1 through 2: number 1, C, carries -1.00; number 2, C, carries -0.27


[2]
The following is a quantum chemistry calculation of a cluster of 9 separate species, C22H66N4O9 in total, from OMol25.

Each atom is followed by the atoms it is bonded to, with distances in Å.
Atoms and positions in Å:
1 O -0.25166 1.09176 -3.43104  H2 0.966, H3 0.961
2 H 0.23284 1.23851 -2.60776  O1 0.966
3 H -0.60470 0.20413 -3.32337  O1 0.961
4 O 0.79418 0.56783 -0.76561  H5 0.964, H6 0.963
5 H 1.74021 0.70792 -0.89060  O4 0.964
6 H 0.72538 -0.27516 -0.30431  O4 0.963
7 C -2.94411 -0.83034 -1.91903  C8 1.526, H13 1.089, H14 1.089, H15 1.099
8 C -3.24940 0.63002 -1.60020  C7 1.526, C9 1.500, N12 1.472, H16 1.101
9 C -4.67699 0.87481 -1.20902  C8 1.500, O10 1.411, H17 1.104, H18 1.099
10 O -4.85370 2.26145 -1.01577  C9 1.411, C11 1.408
11 C -6.10579 2.57587 -0.45479  O10 1.408, H19 1.094, H20 1.097, H21 1.091
12 N -2.37391 1.09967 -0.51353  C8 1.472, H22 1.020, H23 1.020
13 H -1.88496 -1.05354 -1.80318  C7 1.089
14 H -3.31650 -1.09896 -2.90630  C7 1.089
15 H -3.45959 -1.47062 -1.18947  C7 1.099
16 H -2.98921 1.20643 -2.50093  C8 1.101
17 H -4.88832 0.34863 -0.26193  C9 1.104
18 H -5.38352 0.48784 -1.95587  C9 1.099
19 H -6.30660 1.94954 0.41892  C11 1.094
20 H -6.90139 2.49021 -1.20571  C11 1.097
21 H -6.08530 3.62412 -0.15487  C11 1.091
22 H -1.41363 1.23772 -0.82715  N12 1.020
23 H -2.64704 2.06759 -0.34066  N12 1.020
24 C 2.95503 -3.46122 -3.16477  C25 1.499, H30 1.087, H31 1.101, H32 1.087
25 C 2.39947 -3.70300 -1.79390  C24 1.499, C26 1.520, N29 1.452, H33 1.099
26 C 3.11693 -4.79585 -1.01883  C25 1.520, O27 1.417, H34 1.099, H35 1.102
27 O 3.26034 -5.94668 -1.83246  C26 1.417, C28 1.395
28 C 4.11126 -6.89858 -1.26946  O27 1.395, H36 1.099, H37 1.096, H38 1.093
29 N 2.29714 -2.47307 -1.02856  C25 1.452, H39 1.015, H40 1.013
30 H 2.90025 -4.36969 -3.75966  C24 1.087
31 H 4.03013 -3.23207 -3.09619  C24 1.101
32 H 2.47998 -2.60761 -3.64191  C24 1.087
33 H 1.37039 -4.07604 -1.89181  C25 1.099
34 H 2.50860 -5.04008 -0.13702  C26 1.099
35 H 4.09840 -4.44355 -0.66339  C26 1.102
36 H 3.69403 -7.33472 -0.35116  C28 1.099
37 H 5.11297 -6.49675 -1.08042  C28 1.096
38 H 4.21620 -7.72991 -1.97110  C28 1.093
39 H 1.91008 -2.60677 -0.09936  N29 1.015
40 H 3.20626 -2.05611 -0.86598  N29 1.013
41 C -3.64762 5.57282 -1.47271  C42 1.520, H47 1.091, H48 1.089, H49 1.095
42 C -2.25156 5.62972 -2.07056  C41 1.520, C43 1.509, N46 1.482, H50 1.098
43 C -1.60211 4.26852 -2.11349  C42 1.509, O44 1.417, H51 1.096, H52 1.094
44 O -1.14977 3.90895 -0.81992  C43 1.417, C45 1.406
45 C 0.24599 3.90708 -0.65009  O44 1.406, H53 1.089, H54 1.101, H55 1.096
46 N -2.35882 6.16986 -3.44598  C42 1.482, H56 1.012, H57 1.012
47 H -4.04540 6.57748 -1.32563  C41 1.091
48 H -3.64634 4.98098 -0.55819  C41 1.089
49 H -4.31176 5.06343 -2.17831  C41 1.095
50 H -1.65930 6.33416 -1.47202  C42 1.098
51 H -0.78225 4.25280 -2.84093  C43 1.096
52 H -2.32709 3.51863 -2.44206  C43 1.094
53 H 0.49294 3.46296 0.31256  C45 1.089
54 H 0.64756 4.93209 -0.65809  C45 1.101
55 H 0.77364 3.32993 -1.41856  C45 1.096
56 H -2.90155 7.02345 -3.41913  N46 1.012
57 H -1.43600 6.37574 -3.80788  N46 1.012
58 C -1.19485 0.70009 3.61837  C59 1.523, H64 1.091, H65 1.096, H66 1.088
59 C -1.71219 -0.50410 2.84216  C58 1.523, C60 1.520, N63 1.450, H67 1.096
60 C -3.21638 -0.42620 2.63664  C59 1.520, O61 1.417, H68 1.102, H69 1.097
61 O -3.85320 -0.43100 3.90235  C60 1.417, C62 1.412
62 C -5.24570 -0.65270 3.82265  O61 1.412, H70 1.100, H71 1.084, H72 1.099
63 N -0.99755 -0.61792 1.58573  C59 1.450, H73 1.020, H74 1.032
64 H -1.51697 1.64866 3.18608  C58 1.091
65 H -0.10017 0.66504 3.58137  C58 1.096
66 H -1.46123 0.65299 4.67193  C58 1.088
67 H -1.53415 -1.37582 3.48273  C59 1.096
68 H -3.56118 -1.29775 2.05781  C60 1.102
69 H -3.49211 0.48854 2.09722  C60 1.097
70 H -5.61036 -0.46062 2.80269  C62 1.100
71 H -5.77158 -0.02263 4.53158  C62 1.084
72 H -5.45434 -1.72079 3.97230  C62 1.099
73 H -1.21450 -1.46880 1.06641  N63 1.020
74 H -1.40411 0.06816 0.93093  N63 1.032
75 C 5.04680 -0.34322 -1.40664  C76 1.519, H78 1.083, H79 1.092, H80 1.092
76 C 4.09960 0.54293 -2.19700  C75 1.519, O77 1.435, H81 1.093, H82 1.091
77 O 3.62210 1.64268 -1.40908  C76 1.435, H83 0.960
78 H 4.55615 -0.97708 -0.67785  C75 1.083
79 H 5.76694 0.27055 -0.86116  C75 1.092
80 H 5.59497 -0.99507 -2.09027  C75 1.092
81 H 3.21318 -0.02786 -2.48554  C76 1.093
82 H 4.60737 0.86210 -3.10826  C76 1.091
83 H 4.06517 2.43605 -1.71828  O77 0.960
84 C 1.98812 -4.45451 3.03767  C85 1.516, H87 1.091, H88 1.088, H89 1.090
85 C 1.47791 -3.03404 3.18431  C84 1.516, O86 1.432, H90 1.095, H91 1.097
86 O 1.39135 -2.46061 1.87461  C85 1.432, H92 0.968
87 H 1.42960 -4.91560 2.22134  C84 1.091
88 H 1.82826 -5.02286 3.95109  C84 1.088
89 H 3.04321 -4.45617 2.76480  C84 1.090
90 H 2.10433 -2.42037 3.84057  C85 1.095
91 H 0.47640 -3.03478 3.63275  C85 1.097
92 H 0.89223 -1.63216 1.91985  O86 0.968
93 C 3.45424 0.15853 2.25005  C94 1.507, H96 1.093, H97 1.094, H98 1.089
94 C 4.26447 0.90925 3.27485  C93 1.507, O95 1.442, H99 1.094, H100 1.093
95 O 4.10385 0.22858 4.53543  C94 1.442, H101 0.960
96 H 3.71633 -0.90254 2.26073  C93 1.093
97 H 3.68986 0.49540 1.23581  C93 1.094
98 H 2.37968 0.25752 2.39448  C93 1.089
99 H 3.89235 1.93521 3.35549  C94 1.094
100 H 5.32556 0.92146 3.01346  C94 1.093
101 H 4.44627 0.79913 5.22695  O95 0.960

Output
Energy (eV): -48270.299
Molecular weight (g mol⁻¹): 530.79
Charge: 0
Spin multiplicity: 1
Structure (SMILES): COC[C@H](C)N.COC[C@H](C)N.COC[C@H](C)N.COC[C@H](C)N.CCO.CCO.CCO.O.O
F_max (eV/A): 1.60
LUMO (eV): 0.52
ΔE to the lowest compared entry with this formula, charge and spin (eV): 0.000

Results of the Mulliken charge analysis, in e, for atoms 1 through 2: number 1, O, carries -0.65; number 2, H, carries 0.26